{
  "formula": "C33H69Br4N3O13",
  "method": "ωB97M-V with the def2-TZVPD basis set",
  "molar_mass_g_mol": 1035.5,
  "e_tot_ev": -346598.95444,
  "fmax_ev_per_a": 4.603,
  "smiles": "CCOC(C)=O.CCOC(C)=O.CCOC(C)=O.CCOC(C)=O.CCOC(C)=O.CNC(C)=O.CNC(C)=O.CNC(C)=O.BrCCBr.BrCCBr",
  "homo_lumo_gap_ev": 9.42,
  "elements": ["H", "O", "C", "H", "O", "O", "H", "C", "H", "H", "H", "H", "C", "H", "C", "C", "C", "H", "H", "C", "H", "H", "H", "C", "H", "H", "Br", "H", "C", "H", "H", "H", "H", "H", "H", "N", "C", "C", "C", "O", "H", "H", "O", "O", "H", "H", "C", "H", "H", "O", "C", "H", "H", "O", "H", "C", "C", "H", "C", "H", "H", "H", "Br", "H", "H", "H", "H", "H", "H", "C", "C", "C", "Br", "Br", "C", "H", "C", "H", "H", "H", "N", "H", "O", "H", "H", "C", "C", "O", "H", "H", "H", "H", "H", "O", "C", "C", "H", "C", "H", "O", "H", "C", "H", "H", "H", "H", "O", "H", "H", "N", "C", "H", "H", "C", "C", "H", "C", "H", "H", "C", "H", "H"],
  "xyz": [[4.312805, 3.898145, -2.331118], [-1.065051, -1.752379, 2.737669], [2.514090, -5.256778, -1.958542], [0.232258, -3.261987, 0.918869], [-1.690853, -3.387879, -2.806826], [3.724348, 0.914374, 4.139234], [7.391080, -0.895929, -1.978796], [2.189653, -2.964804, -2.314170], [-5.175497, -3.493798, 1.161664], [4.203641, 1.908237, 1.220608], [-1.445855, -6.364163, -3.883073], [1.781459, -0.766061, 1.481287], [-2.498053, 0.813501, 4.393970], [-0.653771, -4.675618, 1.453437], [6.701514, -0.123604, -2.319534], [-1.454825, 0.463211, 5.492264], [-1.367235, -2.866723, 2.279539], [0.897553, 2.320260, -0.682065], [-1.322707, 5.361553, 0.519526], [-5.224750, 3.028775, -4.922707], [-3.698918, -1.472074, 1.861177], [2.672369, 3.523894, -2.141116], [-2.637543, 1.892475, 4.327101], [6.056742, 0.580262, -1.072661], [-0.940903, 4.013090, 2.295824], [-0.885568, -4.769427, -4.623404], [0.194830, 1.277592, 4.889870], [1.526374, 6.041819, 0.478917], [-5.119360, -3.046846, 2.154228], [3.094489, -0.482003, 7.099706], [-5.240178, 3.695550, -4.060576], [2.046826, -6.574836, -3.633861], [-3.728251, -2.132294, 3.521452], [-1.687810, 0.884776, 6.470066], [0.376656, 4.117541, 3.388679], [-3.376500, 1.648300, -4.112833], [-2.069255, 1.007895, -4.192854], [3.344091, 0.382846, 6.485012], [4.524355, 0.855054, 3.113088], [-1.696959, 0.384619, -0.520431], [-5.377597, 3.682052, -5.781758], [1.472676, 1.004157, 1.879170], [1.845147, -4.215105, -2.653822], [2.065240, 3.923485, 1.087119], [7.221957, 0.570738, -2.979182], [-4.010046, -3.413243, -1.182392], [0.111470, 3.748195, 2.398038], [-4.660928, 4.024067, 1.168742], [-1.385729, 1.729162, -3.744904], [-3.011960, 3.147207, -5.793701], [-1.776592, -4.701920, -2.755724], [3.665643, 3.703860, -0.669962], [-3.948358, 1.510152, -3.291850], [5.349054, 1.811732, -1.316916], [-2.467923, 3.000693, 0.024090], [3.644378, 3.322504, -1.690854], [1.444435, -1.886318, -3.080542], [3.702360, 2.697894, 2.767699], [-3.818508, 2.596323, -4.972521], [2.612041, 1.186843, 6.408941], [2.552901, -0.609527, 4.664246], [5.886110, -0.595125, -2.868080], [-4.818651, 1.468651, 1.465753], [-5.303022, -3.737413, 2.977320], [-5.664987, 3.314975, -0.058775], [6.881097, 0.719541, -0.373272], [-1.048919, 6.327475, 2.011504], [-0.558385, -0.561111, 1.279129], [1.042786, -6.930984, -2.175081], [-2.004134, -2.561393, -1.719253], [-1.684815, -5.332579, -4.141575], [-0.208942, -3.740346, 1.793298], [-3.417601, 4.604314, -1.621169], [-4.310176, 0.221400, 4.975536], [4.069102, 1.889740, -1.705418], [-4.047413, -2.244311, -2.414130], [-0.547011, 0.607681, -0.294049], [-2.222444, 0.370968, 3.436726], [4.196937, -1.014659, 4.882754], [-0.483118, 2.316696, -1.477957], [0.716096, 5.632867, 0.921964], [0.694033, -1.507852, -2.386459], [5.374761, -0.010604, 2.919293], [5.329732, -0.070150, -0.586323], [-1.405544, -2.796090, -0.839079], [4.465942, 2.109173, 2.259319], [1.452366, 0.212106, 1.130608], [3.038674, -2.688436, -1.511787], [-2.203883, 0.084611, -3.629358], [-3.595862, 2.225238, -1.060180], [-5.971413, 2.248806, -5.071856], [-0.957009, 6.921807, 0.281733], [0.662331, 1.093863, -1.983031], [-2.674915, -3.237343, 2.108706], [-4.726795, 3.181890, 0.479910], [-0.714144, 6.132147, 0.992747], [-1.311828, -0.616849, 5.526054], [-3.456257, 3.099811, -0.424776], [-3.824329, -1.676487, -0.789101], [3.342517, 0.951706, -1.978107], [0.962464, -2.237921, -3.992782], [-3.765980, -2.379963, 2.460630], [2.116263, 0.496022, 0.314075], [-1.759067, 0.752664, -5.206127], [-2.615674, -5.275305, -4.705777], [2.169286, -1.093560, -3.265508], [-1.960365, -5.433121, -1.765968], [2.443662, -5.188513, -0.872961], [5.418460, 2.637457, 2.217606], [0.028771, 0.083635, 0.769572], [1.041232, 4.488865, 1.467733], [3.557820, -5.174212, -2.261710], [2.689168, -7.411098, -2.227058], [3.497181, -0.188618, 5.009625], [-3.541619, -2.473947, -1.476292], [0.291594, 2.673900, 2.358688], [2.017719, -6.613475, -2.544936], [0.515284, -3.947797, 2.581056], [4.311640, 0.720389, 6.856515], [0.225412, 1.575475, -1.108246], [-1.657409, -1.559858, -1.973827], [-6.011676, -2.424272, 2.219614]],
  "atomic_forces_ev_per_a": [[0.421, 0.044, 0.318], [-1.029, -1.634, -0.306], [0.543, -1.610, -1.141], [0.161, 0.166, 0.231], [0.226, 0.048, -0.699], [-1.017, 0.393, 0.691], [-0.040, 0.081, 0.062], [0.004, 0.701, -0.744], [0.303, -0.314, 0.208], [-0.254, -0.169, 0.188], [0.160, 0.014, -0.709], [0.139, 0.249, 0.373], [0.070, 0.190, 1.252], [0.299, -0.220, -0.087], [-1.435, 0.584, 0.563], [-0.985, 0.030, -1.027], [-0.132, 2.822, 0.660], [0.756, -0.994, 0.732], [-0.130, -0.395, 0.517], [-0.283, 0.911, -0.716], [0.339, 0.214, 0.138], [-0.193, -0.609, 0.312], [0.216, -0.169, -0.179], [0.020, -1.317, -0.603], [0.021, -0.280, -0.223], [-0.004, -0.478, -0.521], [0.184, -0.069, 0.092], [-0.596, 0.545, -0.454], [0.331, -0.477, 0.649], [-0.597, 0.317, 0.187], [-0.964, -0.341, 0.390], [-0.169, 0.035, 0.063], [0.223, 0.075, -0.131], [-0.056, -0.125, -0.221], [0.045, -0.236, 0.311], [-1.121, 0.028, -0.525], [-0.616, 0.572, 0.603], [0.879, -1.218, -2.103], [3.544, -0.500, -1.695], [-3.482, -0.772, -1.219], [0.220, 0.085, 0.026], [0.717, -0.307, 0.324], [-0.872, 0.348, 0.216], [0.686, 0.023, 0.657], [0.022, 0.078, 0.168], [0.382, -0.104, 0.385], [0.020, 0.805, 0.400], [0.093, -0.330, 0.290], [0.623, -0.605, -0.007], [-1.977, -1.684, 1.915], [-1.294, -2.866, 1.120], [0.024, 0.054, -0.088], [0.142, -0.426, -0.197], [1.030, 0.373, -0.116], [-0.440, 0.135, 0.468], [-0.033, 0.701, -0.614], [0.207, -0.430, 0.307], [0.086, 0.541, -0.701], [3.652, 1.073, -2.587], [0.032, -0.247, 0.596], [-0.280, 0.062, 0.282], [0.183, -0.080, -0.243], [-0.086, 0.724, -0.155], [0.028, -0.719, -0.464], [0.325, -0.337, -0.275], [-0.394, 0.881, 0.169], [0.148, 0.213, -0.204], [0.220, -0.019, 0.329], [-0.209, 0.376, -0.205], [-1.090, 1.184, 1.203], [0.583, 0.451, 1.279], [-2.077, -0.975, -0.250], [0.078, 0.481, -0.207], [0.641, -0.040, -0.176], [-0.752, -0.880, -0.055], [0.234, 0.229, -0.273], [1.989, 1.378, 0.871], [-0.300, -0.087, 0.160], [0.570, 0.508, 0.134], [-0.649, -0.419, -0.496], [-2.252, 2.386, 0.347], [-0.137, 0.160, -0.107], [-1.464, 0.362, 0.360], [0.167, -0.348, -0.117], [-0.308, -0.551, 0.179], [-0.781, -0.111, 0.720], [-0.869, 0.013, 0.197], [0.141, -0.371, 0.491], [0.612, 0.105, 0.191], [0.287, 0.060, 0.036], [0.048, -0.089, 0.971], [0.782, 0.587, 0.476], [0.268, 0.071, 0.124], [1.960, -1.259, -0.279], [1.354, 0.036, -0.016], [0.989, -0.687, -1.125], [0.095, 0.188, 0.129], [-1.531, -0.821, -0.132], [0.342, -0.072, 0.183], [0.918, 0.401, 0.221], [0.063, -0.022, 0.145], [-0.790, 0.974, -0.335], [-0.433, -0.043, -0.249], [-0.313, 0.334, -0.021], [0.055, 0.166, 0.150], [-0.171, 0.038, -0.053], [0.530, 2.451, -1.464], [-0.221, 0.171, -0.115], [0.051, -0.217, 0.339], [1.623, -0.718, 0.290], [0.240, -3.166, -0.733], [0.219, 0.035, 0.448], [0.243, 0.096, 0.001], [-0.590, -0.106, 1.187], [0.381, -0.324, -0.444], [-0.098, 0.305, -0.135], [0.259, 0.531, 0.785], [-0.127, 0.377, -0.073], [-0.059, 0.314, -0.172], [-0.159, 1.742, -1.311], [-0.089, -0.087, -0.319], [0.498, 0.848, 0.006]]
}